Entry 1:
{"formula": "C37H49BiN5O3PTe", "method": "ωB97M-V/def2-TZVPD", "gap_ev": 7.8055, "homo_energy_ev": -7.2, "total_energy_ev": -75181.69986, "multiplicity": 1, "de_lowest_ev": 0.000, "lumo_ev": 0.6, "symbols": ["Bi", "C", "C", "C", "C", "C", "C", "C", "C", "C", "H", "H", "H", "H", "H", "H", "H", "H", "H", "H", "H", "H", "C", "C", "C", "C", "C", "N", "C", "C", "C", "C", "C", "C", "C", "N", "C", "C", "C", "N", "C", "C", "N", "C", "C", "C", "N", "H", "H", "H", "H", "H", "H", "H", "H", "H", "H", "H", "H", "H", "H", "H", "H", "H", "H", "C", "C", "C", "C", "H", "H", "H", "H", "H", "H", "H", "H", "H", "C", "C", "O", "P", "O", "Te", "O", "C", "C", "H", "H", "H", "H", "H", "H", "H", "H", "H", "H"], "xyz": [[-0.10, 0.14, 0.06], [-3.95, 0.94, -1.25], [-3.68, -0.33, -0.49], [-3.39, -0.27, 0.88], [-3.10, -1.42, 1.60], [-2.83, -1.36, 3.08], [-3.11, -2.65, 0.95], [-3.39, -2.74, -0.41], [-3.46, -4.07, -1.10], [-3.67, -1.57, -1.11], [-4.70, 1.55, -0.74], [-4.31, 0.72, -2.26], [-3.04, 1.53, -1.33], [-3.39, 0.69, 1.37], [-2.70, -0.33, 3.42], [-1.92, -1.92, 3.33], [-3.66, -1.80, 3.64], [-2.90, -3.55, 1.52], [-4.50, -4.41, -1.16], [-2.88, -4.82, -0.57], [-3.08, -3.99, -2.12], [-3.89, -1.64, -2.17], [-0.34, -5.95, 3.04], [0.15, -4.74, 2.29], [0.83, -3.71, 2.93], [1.31, -2.63, 2.22], [1.16, -2.52, 0.83], [1.62, -1.41, 0.10], [2.91, -0.97, 0.19], [3.93, -1.60, 0.93], [5.19, -1.04, 1.07], [5.52, 0.17, 0.48], [6.85, 0.83, 0.72], [4.59, 0.72, -0.38], [3.33, 0.15, -0.56], [2.56, 0.62, -1.65], [3.03, 0.91, -2.88], [1.95, 1.12, -3.71], [0.83, 0.95, -2.91], [1.22, 0.65, -1.67], [0.44, -3.55, 0.19], [-0.03, -4.64, 0.92], [0.26, -3.57, -1.22], [0.39, -4.67, -2.02], [0.11, -4.27, -3.30], [-0.19, -2.90, -3.19], [-0.09, -2.50, -1.93], [-0.22, -5.81, 4.11], [0.23, -6.84, 2.75], [-1.39, -6.15, 2.82], [0.98, -3.75, 4.00], [1.84, -1.84, 2.74], [3.73, -2.56, 1.39], [5.93, -1.55, 1.68], [7.34, 0.39, 1.58], [6.72, 1.90, 0.90], [7.51, 0.72, -0.15], [4.82, 1.63, -0.93], [4.09, 0.94, -3.08], [1.98, 1.36, -4.76], [-0.21, 1.05, -3.14], [-0.56, -5.43, 0.39], [0.69, -5.62, -1.62], [0.12, -4.87, -4.19], [-0.46, -2.20, -3.96], [-0.28, 3.06, 2.86], [-0.14, 1.54, 2.88], [0.21, 1.06, 4.29], [0.92, 1.04, 1.86], [-1.07, 3.38, 3.55], [-0.54, 3.41, 1.87], [0.65, 3.53, 3.15], [-1.12, 1.11, 2.63], [1.21, 1.41, 4.57], [0.20, -0.03, 4.34], [-0.50, 1.45, 5.01], [1.52, 0.24, 2.31], [1.59, 1.84, 1.56], [-3.20, 5.97, -0.78], [-2.63, 4.62, -0.39], [-1.20, 4.73, -0.30], [-0.26, 3.62, -1.00], [-0.86, 2.26, -0.62], [1.94, 4.27, -0.66], [-0.74, 3.74, -2.57], [-0.48, 4.97, -3.27], [0.64, 4.82, -4.29], [-4.28, 5.89, -0.90], [-2.76, 6.30, -1.72], [-2.98, 6.71, -0.02], [-2.90, 3.86, -1.12], [-3.00, 4.32, 0.59], [-0.25, 5.77, -2.57], [-1.41, 5.23, -3.79], [1.56, 4.54, -3.78], [0.79, 5.78, -4.80], [0.39, 4.06, -5.03]]}

***

Entry 2:
{"formula": "C37H49CdN6O2P2S", "method": "ωB97M-V/def2-TZVPD", "gap_ev": 6.8441, "homo_energy_ev": -10.0, "total_energy_ev": -86174.97980, "multiplicity": 1, "de_lowest_ev": 0.000, "total_charge": 1, "lumo_ev": -3.2, "symbols": ["Cd", "C", "C", "C", "C", "C", "C", "C", "C", "C", "H", "H", "H", "H", "H", "H", "H", "H", "H", "H", "H", "H", "N", "C", "C", "C", "C", "C", "C", "S", "O", "O", "N", "C", "N", "C", "C", "C", "N", "H", "H", "H", "H", "H", "H", "H", "H", "H", "C", "P", "C", "N", "C", "C", "C", "C", "C", "C", "N", "C", "P", "C", "C", "C", "C", "C", "C", "C", "C", "C", "H", "H", "H", "H", "H", "H", "H", "H", "H", "H", "H", "H", "H", "H", "H", "H", "H", "H", "H", "H", "H", "H", "H", "H", "H", "H", "H", "H"], "xyz": [[0.19, 0.26, 0.32], [0.30, 5.20, -0.12], [1.05, 3.96, 0.31], [2.17, 3.53, -0.40], [2.87, 2.39, -0.03], [4.13, 1.98, -0.74], [2.43, 1.66, 1.08], [1.35, 2.10, 1.85], [1.07, 1.46, 3.19], [0.65, 3.24, 1.43], [0.99, 6.00, -0.38], [-0.35, 5.56, 0.67], [-0.31, 4.99, -0.99], [2.51, 4.11, -1.25], [5.00, 2.30, -0.17], [4.20, 2.44, -1.73], [4.18, 0.90, -0.84], [2.98, 0.78, 1.39], [1.64, 1.98, 3.96], [1.37, 0.41, 3.19], [0.02, 1.51, 3.46], [-0.17, 3.61, 2.03], [3.25, -5.33, 6.09], [2.49, -4.64, 5.16], [2.27, -3.27, 5.31], [1.55, -2.58, 4.36], [1.05, -3.24, 3.24], [1.26, -4.61, 3.09], [1.97, -5.30, 4.04], [0.14, -2.35, 2.05], [-0.63, -3.26, 1.24], [-0.58, -1.30, 2.74], [1.17, -1.50, 1.12], [2.13, -2.10, 0.33], [2.75, -1.25, -0.51], [3.70, -1.78, -1.28], [4.04, -3.12, -1.24], [3.32, -3.90, -0.36], [2.37, -3.41, 0.42], [3.36, -4.90, 6.99], [3.15, -6.33, 6.11], [2.65, -2.75, 6.18], [1.35, -1.52, 4.49], [0.86, -5.11, 2.22], [2.14, -6.37, 3.93], [4.20, -1.09, -1.96], [4.82, -3.53, -1.87], [3.50, -4.96, -0.27], [-3.23, -0.99, 1.37], [-2.42, 0.34, 0.45], [-2.94, -0.06, -1.28], [-4.23, -0.24, -1.43], [-4.69, -0.61, -2.65], [-6.08, -0.80, -2.85], [-6.53, -1.19, -4.08], [-5.63, -1.40, -5.15], [-4.29, -1.23, -4.98], [-3.79, -0.83, -3.72], [-2.47, -0.66, -3.54], [-2.04, -0.26, -2.36], [-0.20, -0.11, -2.21], [0.31, -1.76, -2.80], [0.33, 1.13, -3.46], [-0.26, 2.48, -3.02], [1.86, 1.17, -3.36], [-0.08, 0.81, -4.90], [-3.27, 1.93, 0.88], [-2.73, 3.01, -0.06], [-2.87, 2.23, 2.33], [-4.80, 1.86, 0.80], [-4.28, -1.03, 1.09], [-3.11, -0.82, 2.43], [-2.74, -1.93, 1.13], [-6.75, -0.64, -2.02], [-7.59, -1.33, -4.24], [-6.02, -1.71, -6.11], [-3.58, -1.40, -5.78], [-0.23, -2.01, -3.71], [0.07, -2.48, -2.02], [1.38, -1.78, -2.96], [0.04, 2.73, -2.01], [-1.35, 2.46, -3.07], [0.10, 3.27, -3.69], [2.20, 1.29, -2.33], [2.24, 2.02, -3.95], [2.31, 0.26, -3.77], [-1.15, 0.87, -5.04], [0.26, -0.18, -5.21], [0.40, 1.54, -5.56], [-1.64, 3.07, -0.01], [-3.14, 3.98, 0.23], [-3.03, 2.82, -1.09], [-1.78, 2.25, 2.45], [-3.27, 1.50, 3.03], [-3.26, 3.21, 2.62], [-5.15, 1.70, -0.22], [-5.20, 2.82, 1.16], [-5.21, 1.08, 1.43]]}

***

Entry 3:
{"formula": "C37H49EuN8O6S3Sb", "method": "ωB97M-V/def2-TZVPD", "gap_ev": [5.0790, 5.7870], "homo_energy_ev": [-1.6, -2.3], "total_energy_ev": -121747.35880, "multiplicity": 8, "total_charge": -2, "s_squared": 15.760, "lumo_ev": [3.4, 3.4], "symbols": ["Eu", "C", "N", "C", "C", "N", "C", "C", "C", "C", "C", "C", "C", "S", "C", "C", "C", "C", "C", "C", "S", "H", "H", "H", "H", "H", "H", "H", "H", "H", "H", "H", "H", "H", "H", "H", "H", "H", "H", "N", "C", "C", "C", "C", "N", "C", "N", "N", "C", "O", "O", "H", "H", "H", "H", "H", "H", "H", "H", "H", "H", "H", "H", "H", "H", "O", "C", "O", "C", "O", "O", "C", "Sb", "C", "C", "H", "H", "H", "H", "H", "H", "H", "H", "H", "S", "C", "C", "C", "N", "C", "C", "C", "C", "C", "N", "C", "C", "H", "H", "H", "H", "H", "H", "H", "H"], "xyz": [[-0.24, -0.29, -0.95], [-0.21, -2.04, -3.66], [-1.32, -1.15, -3.22], [-1.43, 0.00, -4.19], [-0.35, 1.10, -3.99], [-0.62, 2.06, -2.89], [0.45, 3.06, -2.72], [-1.94, 2.65, -3.01], [-2.05, 3.75, -3.85], [-3.22, 4.46, -4.08], [-4.35, 3.92, -3.48], [-4.26, 2.87, -2.61], [-3.04, 2.22, -2.32], [-3.00, 0.95, -1.09], [-2.53, -1.91, -3.12], [-3.32, -1.99, -4.30], [-4.56, -2.64, -4.27], [-4.99, -3.17, -3.09], [-4.18, -3.15, -1.92], [-2.92, -2.53, -1.93], [-1.93, -2.54, -0.49], [-0.18, -2.89, -3.01], [0.77, -1.60, -3.51], [-0.43, -2.37, -4.67], [-2.43, 0.46, -3.98], [-1.41, -0.30, -5.24], [-0.36, 1.61, -4.93], [0.62, 0.61, -3.80], [0.85, 3.51, -3.69], [1.35, 2.51, -2.38], [0.15, 3.84, -2.02], [-1.19, 4.05, -4.35], [-3.29, 5.35, -4.67], [-5.38, 4.20, -3.71], [-5.16, 2.40, -2.18], [-2.95, -1.56, -5.20], [-5.18, -2.65, -5.17], [-5.93, -3.67, -3.07], [-4.57, -3.67, -1.00], [0.60, 1.88, 0.49], [1.39, 2.22, 1.65], [0.46, 2.75, 2.72], [1.13, 3.20, 3.98], [1.50, 2.05, 4.92], [2.25, 0.90, 4.48], [3.58, 0.85, 4.14], [3.98, -0.23, 3.63], [4.38, 1.97, 4.35], [2.51, 3.30, 1.34], [3.54, 3.25, 2.03], [2.20, 4.15, 0.50], [0.98, 2.42, -0.29], [-0.38, 2.15, 0.57], [1.91, 1.28, 1.93], [-0.36, 2.03, 2.91], [-0.11, 3.58, 2.27], [0.37, 3.74, 4.60], [1.95, 3.92, 3.73], [0.62, 1.68, 5.39], [2.01, 2.55, 5.75], [1.83, 0.01, 4.31], [3.35, -1.03, 2.00], [4.96, -0.19, 3.45], [3.83, 2.74, 4.75], [4.64, 2.31, 3.43], [3.21, -3.28, -1.55], [2.62, -2.46, -0.81], [1.72, -1.60, -1.13], [3.28, -2.31, 0.59], [4.14, -3.00, 1.07], [2.84, -1.17, 1.17], [5.15, 0.20, -1.79], [3.44, 0.43, -3.06], [4.42, 2.00, -4.23], [3.94, -1.25, -4.34], [6.07, 0.20, -2.41], [5.18, -0.76, -1.26], [5.21, 1.06, -1.07], [5.31, 1.64, -4.75], [4.63, 2.82, -3.52], [3.69, 2.38, -4.97], [5.00, -1.15, -4.48], [3.44, -1.25, -5.32], [3.71, -2.16, -3.79], [-2.71, -1.59, 5.83], [-1.80, -1.20, 4.30], [-0.55, -1.76, 4.01], [-0.06, -1.57, 2.72], [-0.69, -0.80, 1.79], [-1.84, -0.26, 2.17], [-2.44, -0.41, 3.38], [-2.87, -3.35, 5.75], [-3.30, -4.10, 4.65], [-3.52, -5.47, 4.80], [-3.24, -6.14, 5.93], [-2.74, -5.43, 6.93], [-2.57, -4.06, 6.89], [-0.01, -2.37, 4.72], [0.82, -1.97, 2.38], [-2.25, 0.41, 1.39], [-3.45, -0.01, 3.55], [-3.47, -3.67, 3.66], [-3.98, -5.98, 4.01], [-2.53, -6.00, 7.80], [-2.17, -3.50, 7.76]]}

***

Entry 4:
{"formula": "C37H49N10PtSb", "method": "ωB97M-V/def2-TZVPD", "gap_ev": 6.2556, "homo_energy_ev": -12.7, "total_energy_ev": -63836.35978, "multiplicity": 1, "total_charge": 2, "lumo_ev": -6.5, "symbols": ["Pt", "N", "C", "N", "C", "N", "N", "C", "C", "C", "C", "C", "C", "N", "C", "C", "C", "C", "C", "C", "H", "H", "H", "H", "H", "H", "H", "H", "H", "H", "H", "C", "C", "C", "C", "Sb", "C", "C", "C", "C", "C", "C", "C", "C", "H", "H", "H", "H", "H", "H", "H", "H", "H", "H", "H", "H", "H", "H", "H", "H", "H", "H", "H", "H", "H", "H", "H", "H", "H", "H", "H", "C", "C", "N", "C", "C", "N", "C", "N", "N", "N", "C", "C", "C", "C", "C", "C", "H", "H", "H", "H", "H", "H", "H", "H", "H", "H", "H"], "xyz": [[-0.10, -0.15, -0.09], [-4.48, 0.05, -0.21], [-3.25, -0.43, -0.21], [-2.16, 0.31, -0.20], [-2.32, 1.71, -0.24], [-1.31, 2.51, -0.31], [-0.14, 1.83, -0.32], [0.97, 2.43, -0.44], [2.15, 1.58, -0.38], [3.43, 2.10, -0.39], [4.51, 1.24, -0.28], [4.27, -0.11, -0.15], [2.96, -0.56, -0.14], [1.91, 0.25, -0.26], [-3.66, 2.28, -0.22], [-3.89, 3.66, -0.24], [-5.17, 4.14, -0.21], [-6.26, 3.26, -0.17], [-6.05, 1.90, -0.17], [-4.75, 1.42, -0.20], [-5.25, -0.60, -0.25], [-3.15, -1.49, -0.22], [1.01, 3.51, -0.57], [3.56, 3.17, -0.49], [5.52, 1.63, -0.29], [5.08, -0.82, -0.05], [2.74, -1.61, -0.04], [-3.04, 4.33, -0.27], [-5.35, 5.21, -0.22], [-7.27, 3.64, -0.14], [-6.89, 1.21, -0.15], [-1.85, -5.41, -0.10], [-1.86, -3.88, -0.09], [-2.56, -3.41, -1.38], [-2.59, -3.43, 1.19], [0.10, -2.88, -0.06], [1.09, -3.64, 1.79], [0.41, -2.94, 2.96], [2.57, -3.29, 1.81], [0.92, -5.15, 1.89], [1.06, -3.53, -1.98], [0.50, -2.60, -3.04], [2.58, -3.40, -1.95], [0.69, -4.98, -2.27], [-2.90, -5.74, -0.16], [-1.44, -5.83, 0.81], [-1.33, -5.84, -0.95], [-3.65, -3.47, -1.26], [-2.31, -4.07, -2.22], [-2.30, -2.40, -1.70], [-3.67, -3.56, 1.07], [-2.39, -2.40, 1.48], [-2.29, -4.06, 2.03], [0.56, -1.86, 2.93], [0.83, -3.32, 3.89], [-0.67, -3.12, 2.99], [2.74, -2.21, 1.84], [3.13, -3.73, 0.98], [3.01, -3.69, 2.73], [-0.10, -5.42, 2.16], [1.57, -5.52, 2.69], [1.19, -5.68, 0.98], [0.66, -1.55, -2.80], [-0.57, -2.75, -3.21], [1.01, -2.80, -3.99], [2.91, -2.37, -1.98], [2.98, -3.88, -2.85], [3.04, -3.91, -1.10], [-0.38, -5.09, -2.46], [0.98, -5.66, -1.47], [1.21, -5.30, -3.18], [-2.20, 0.44, 3.44], [-0.75, 0.78, 3.48], [0.13, 0.51, 2.54], [1.34, 0.99, 3.00], [1.18, 1.55, 4.23], [-0.15, 1.41, 4.53], [-0.76, 1.83, 5.79], [-0.04, 1.30, 6.90], [0.64, 2.13, 7.73], [1.24, 1.44, 8.62], [0.97, 0.10, 8.38], [1.40, -1.04, 9.06], [0.97, -2.26, 8.58], [0.14, -2.35, 7.44], [-0.29, -1.23, 6.76], [0.15, 0.00, 7.27], [-2.37, -0.18, 2.55], [-2.83, 1.33, 3.38], [-2.51, -0.14, 4.31], [2.26, 0.88, 2.44], [1.88, 2.01, 4.91], [-1.80, 1.50, 5.79], [-0.73, 2.92, 5.88], [2.03, -0.97, 9.93], [1.27, -3.17, 9.08], [-0.18, -3.33, 7.11], [-0.93, -1.30, 5.89]]}

***

Strongest force on any atom (Eh/bohr)
0.0318; 0.0037; 0.0510; 0.0171